Entry 1:
Computed, not measured: a cluster of 9 separate species, C30H42Cl6F24O6 in total, with wB97M-V/def2-TZVPD.

```
108
Properties=species:S:1:pos:R:3:forces:R:3
F -20.910743 14.514440 -19.119843 -0.13 -0.06 -0.04
C -19.588685 14.340825 -18.859631 0.27 0.23 0.34
F -19.469730 13.850499 -17.604493 -0.14 -0.16 -0.08
C -19.008361 13.334959 -19.847829 0.11 0.56 -0.67
F -17.672096 13.252592 -19.651355 0.00 -0.04 0.20
F -19.178336 13.876072 -21.093724 -0.05 -0.05 0.17
C -19.657981 11.991035 -19.783840 -0.21 -0.21 -0.19
O -19.097305 11.215663 -20.837512 0.04 0.04 0.29
C -19.388450 9.896708 -20.773611 0.00 0.27 -0.20
F -18.800339 9.313328 -19.707091 0.00 -0.12 0.18
F -20.718157 9.683285 -20.654938 0.01 -0.09 0.05
C -18.839956 9.289724 -22.055285 0.28 -0.11 -0.18
F -18.946444 7.948422 -22.013234 -0.12 -0.12 -0.02
F -19.557114 9.758238 -23.097695 -0.01 -0.08 -0.04
H -19.083170 15.307102 -18.912977 0.03 -0.07 -0.08
H -20.724543 12.108779 -19.974380 -0.04 0.02 0.27
H -19.465784 11.553187 -18.804554 -0.07 -0.08 -0.01
H -17.790654 9.567848 -22.174623 -0.03 -0.01 -0.05
F -24.089753 18.439580 -13.088727 0.01 0.08 -0.03
C -24.032802 19.593754 -13.801445 -0.35 -0.03 -0.19
F -23.822008 20.623576 -12.968536 0.14 -0.03 0.14
C -22.887426 19.482080 -14.807726 0.16 0.01 0.04
F -21.735851 19.211800 -14.138702 0.02 0.02 0.02
F -22.736076 20.692558 -15.400665 -0.10 -0.06 -0.01
C -23.152140 18.411042 -15.842698 -0.38 0.25 -0.07
O -22.105832 18.494660 -16.800058 -0.30 -0.47 0.04
C -21.836258 17.350979 -17.497972 0.15 0.64 0.25
F -20.630017 17.548038 -18.067801 -0.04 -0.10 -0.21
F -21.727749 16.316676 -16.657475 0.06 -0.50 -0.04
C -22.870521 17.046907 -18.584295 0.10 -0.18 -0.48
F -24.013290 16.653944 -17.976207 -0.15 0.09 0.01
F -23.099570 18.189365 -19.270770 -0.12 -0.01 0.11
H -24.992347 19.739898 -14.309253 0.07 0.00 0.05
H -24.110886 18.619138 -16.326927 0.03 -0.01 0.06
H -23.204107 17.441330 -15.347247 0.11 0.00 -0.04
H -22.553490 16.281057 -19.293692 0.08 -0.05 0.19
F -22.450790 10.241231 -11.167102 0.11 0.09 0.00
C -22.675065 11.431756 -10.551572 -0.13 -0.23 0.21
F -21.812639 12.340403 -11.037390 0.15 0.09 -0.05
C -24.121707 11.829637 -10.840337 -0.21 0.01 -0.07
F -24.388341 12.987978 -10.198355 0.14 0.22 0.02
F -24.904690 10.870521 -10.268430 0.01 0.00 -0.02
C -24.522438 11.904533 -12.297597 -0.14 -0.08 0.00
O -23.680790 12.821448 -12.978100 0.17 -0.04 -0.13
C -23.689190 12.710588 -14.333042 -0.13 0.56 0.72
F -23.159533 11.536599 -14.724975 0.06 -0.19 -0.26
F -24.947103 12.765107 -14.821752 -0.05 -0.08 -0.11
C -22.842546 13.867515 -14.866658 0.52 -0.32 -0.29
F -22.939186 13.887464 -16.216584 -0.05 0.01 0.12
F -23.286680 15.040635 -14.375510 -0.21 0.13 -0.05
H -22.521648 11.320481 -9.474271 0.02 -0.03 -0.07
H -25.547640 12.270215 -12.359602 -0.09 -0.24 0.14
H -24.434040 10.894009 -12.698892 -0.06 0.06 -0.13
H -21.798100 13.727733 -14.575014 -0.04 0.06 -0.05
C -20.843172 16.766676 -11.406105 0.10 -0.03 0.17
C -21.887019 15.739069 -10.975182 -0.21 -0.10 -0.45
C -22.950725 16.663308 -10.418353 0.02 0.32 0.25
O -22.231012 17.671218 -9.695193 0.03 -0.29 -0.02
C -20.914144 17.792408 -10.263644 -0.66 -0.05 -0.32
H -21.167795 17.215855 -12.348640 0.09 0.07 0.03
H -19.838602 16.362837 -11.534979 -0.03 -0.03 -0.04
H -21.490464 15.046349 -10.233349 -0.05 0.09 0.19
H -22.284177 15.145210 -11.801754 0.12 0.01 -0.02
H -23.672283 16.192986 -9.750437 0.11 -0.01 0.11
H -23.507878 17.155489 -11.225287 0.03 -0.23 -0.02
H -20.192907 17.580710 -9.474075 0.14 0.13 -0.05
H -20.822376 18.812819 -10.639214 0.33 0.03 0.14
C -19.497877 11.803566 -14.025896 -0.21 -0.39 -0.14
C -18.144896 11.764705 -14.752790 0.82 0.30 0.14
C -17.406960 10.585314 -14.108849 -0.18 -0.42 0.35
O -18.404785 9.789593 -13.463069 0.10 0.16 -0.14
C -19.382231 10.684890 -12.975129 -0.83 -0.20 0.00
H -20.283264 11.506771 -14.724791 0.01 0.05 -0.03
H -19.813191 12.756926 -13.600168 0.37 0.09 0.07
H -17.516604 12.646828 -14.608407 -0.33 0.20 0.03
H -18.220513 11.628750 -15.831059 -0.29 -0.05 0.02
H -16.685592 10.914848 -13.350417 -0.01 0.15 -0.09
H -16.885046 9.941568 -14.815012 -0.02 0.03 -0.04
H -19.183453 11.017583 -11.947456 0.42 0.26 -0.19
H -20.330381 10.144150 -12.912997 0.12 -0.11 0.02
C -18.652813 20.283348 -17.553845 -0.30 -0.93 0.19
C -19.724909 20.384214 -16.463131 0.15 0.53 -0.32
C -20.092615 21.857431 -16.563375 -0.28 -0.35 0.21
O -18.839393 22.499534 -16.696468 0.22 0.14 -0.03
C -17.991920 21.669879 -17.501931 -0.33 -0.19 -0.32
H -19.075679 20.048185 -18.535478 -0.22 0.40 0.04
H -18.041724 19.399427 -17.348745 0.55 0.46 0.10
H -19.214776 20.267636 -15.502985 -0.24 -0.25 0.12
H -20.561557 19.701549 -16.578562 0.42 0.25 0.10
H -20.610028 22.215542 -15.672824 0.23 0.20 0.01
H -20.744365 22.065580 -17.423267 0.07 -0.08 -0.10
H -16.996234 21.665022 -17.063650 0.03 0.05 0.02
H -17.954955 22.077024 -18.516795 0.22 0.12 0.07
Cl -19.356379 15.334515 -14.912436 0.04 -0.02 0.18
C -19.041809 17.063332 -15.036513 -0.25 0.34 0.04
Cl -17.546369 17.547727 -14.221396 0.05 -0.01 -0.07
H -18.967085 17.352195 -16.078937 0.12 -0.16 -0.04
H -19.858424 17.605612 -14.570972 0.01 -0.08 0.08
Cl -16.933784 16.907262 -18.118907 -0.02 0.15 -0.13
C -15.705915 15.793954 -17.511302 0.13 -0.39 0.25
Cl -16.441484 14.396472 -16.715985 0.12 0.03 0.02
H -15.106102 15.422352 -18.332681 -0.07 0.12 -0.13
H -15.092814 16.311086 -16.783094 -0.06 0.08 0.03
Cl -13.963170 15.617822 -13.946756 0.01 0.04 -0.09
C -15.029983 15.583815 -12.537113 -0.02 -0.14 0.01
Cl -16.224714 14.287386 -12.627469 -0.05 -0.06 -0.02
H -14.412319 15.406160 -11.667541 0.00 0.07 0.07
H -15.565425 16.521130 -12.481102 0.03 0.08 0.01
```
Positions in Å, forces in eV/Å.

LUMO level: 0.387 eV
Highest occupied orbital energy: -9.3571 eV
SMILES string: FC(F)C(F)(F)COC(F)(F)C(F)F.FC(F)C(F)(F)COC(F)(F)C(F)F.FC(F)C(F)(F)COC(F)(F)C(F)F.C1CCOC1.C1CCOC1.C1CCOC1.ClCCl.ClCCl.ClCCl
Calculated total energy: -184430.633 eV

Entry 2:
Computed, not measured: a cluster of 3 separate species, C14H15F19N3O2 in total in a non-equilibrium geometry, with wB97M-V/def2-TZVPD.

```
53
Properties=species:S:1:pos:R:3:forces:R:3
F -0.437046 -3.375413 1.597797 0.67 -0.20 0.64
C 0.830789 -3.312384 2.027594 -0.27 0.48 -0.50
F 1.188819 -4.432018 2.643404 -0.21 0.52 -0.14
F 0.965032 -2.273208 2.859577 -0.05 -0.53 -0.10
N 1.633638 -3.113105 0.834871 -0.74 -0.42 0.27
C 2.929528 -3.233819 0.766940 0.62 -0.81 0.12
N 3.576418 -3.241762 -0.463625 0.13 1.23 -0.76
C 4.526363 -2.111165 -0.178690 -0.77 -0.51 1.34
C 4.962489 -2.414680 1.286024 -0.01 -0.38 -0.77
N 3.807604 -3.278276 1.750958 0.14 1.36 0.91
H 1.145491 -2.809644 -0.001418 -0.13 -0.39 -0.27
H 4.131673 -4.090321 -0.478232 -0.09 -0.39 -0.37
H 3.885911 -1.247383 -0.089929 0.08 0.65 -0.61
H 5.297429 -2.004096 -0.910616 0.34 0.02 -0.34
H 5.923796 -2.892860 1.338848 0.22 -0.47 0.28
H 4.936061 -1.537558 1.909105 0.25 0.35 0.16
H 3.511587 -3.009577 2.683230 -0.17 -0.46 0.11
C -3.471898 -2.604301 -1.013322 -0.33 -0.51 0.12
C -2.059553 -2.019521 -1.216223 -0.43 0.24 -0.44
C -1.505859 -1.063149 -0.160115 -0.02 0.00 0.26
F -2.206010 0.074520 -0.075074 -0.10 0.09 -0.18
F -0.222564 -0.740334 -0.509798 0.09 -0.10 0.05
F -1.963935 -1.454659 -2.429053 0.05 0.07 0.00
F -1.187441 -3.083578 -1.193470 0.06 -0.10 0.17
O -4.532661 -2.025755 -1.748003 0.49 0.52 -0.01
C -5.292942 -0.980872 -1.261641 -0.05 -0.46 0.11
C -5.211250 0.239423 -2.182815 -0.05 0.15 -0.15
F -3.937517 0.684756 -2.252725 0.11 -0.05 0.10
F -5.976593 1.222098 -1.670889 0.01 -0.02 0.02
F -4.978589 -0.667860 0.009771 0.23 0.04 -0.07
F -6.573996 -1.386269 -1.263466 -0.10 -0.03 0.01
H -3.402775 -3.614472 -1.414047 0.05 -0.01 -0.05
H -3.717638 -2.717812 0.042555 0.08 0.25 0.09
H -1.471192 -1.530599 0.823243 -0.14 -0.03 0.00
H -5.557790 -0.015923 -3.185606 -0.02 -0.04 0.02
C 0.122061 3.205403 -0.960519 -0.45 0.02 -0.41
C 1.317020 2.462642 -0.326644 0.08 0.60 -0.12
C 1.147391 1.923361 1.098003 -0.08 -0.17 0.08
F 0.969191 2.912484 1.981553 -0.02 0.19 -0.04
F 2.277656 1.247353 1.461690 0.02 -0.09 -0.14
F 2.424909 3.223597 -0.398169 0.04 0.02 0.13
F 1.535390 1.366319 -1.113140 -0.04 -0.23 0.06
O 0.154847 4.621920 -0.981137 0.47 -0.15 0.51
C -0.381815 5.396222 0.023797 -0.24 -0.22 -0.36
C 0.682506 6.297614 0.654246 0.11 0.18 0.05
F 1.652148 5.550306 1.219633 0.00 -0.15 0.04
F 0.105151 7.045578 1.616842 -0.01 -0.02 -0.01
F -1.029314 4.664890 0.949059 0.19 -0.12 0.04
F -1.293218 6.209894 -0.543451 -0.07 0.06 -0.02
H 0.171039 2.934881 -2.013808 0.06 -0.02 -0.02
H -0.832320 2.822971 -0.598666 0.05 -0.01 0.27
H 0.306366 1.228061 1.157432 -0.02 0.04 -0.07
H 1.125613 6.948081 -0.101880 -0.04 -0.01 -0.02
```
Positions in Å, forces in eV/Å.

LUMO level: -4.194 eV
Net charge: +1
Energy relative to the best compared isomer or geometry (same formula, charge and spin): 0.0 kJ/mol
Highest occupied orbital energy: -13.5553 eV
Calculated total energy: -74952.287 eV